(1)
Here is 11 unconnected molecules or ions with the total composition C39H106N6O11 from OMol25. Energies are from ωB97M-V/def2-TZVPD.

```
162
Properties=species:S:1:pos:R:3:lowdin_charge:R:1
C 10.248 17.512 26.867 -0.07
O 10.173 18.208 25.626 -0.21
C 9.220 17.837 24.656 -0.22
C 9.151 18.883 23.565 -0.40
C 8.469 20.167 24.059 -0.05
N 8.427 18.285 22.402 0.05
H 10.710 16.533 26.729 0.07
H 9.244 17.397 27.246 0.08
H 10.877 18.131 27.515 0.09
H 9.509 16.907 24.260 0.09
H 8.200 17.783 25.164 0.15
H 10.207 19.101 23.399 0.12
H 8.909 20.572 25.020 0.10
H 7.433 19.950 24.259 0.07
H 8.570 20.959 23.343 0.06
H 8.292 19.035 21.658 0.12
H 9.043 17.577 22.055 0.02
C 9.274 13.838 26.063 -0.08
O 9.972 13.973 27.315 -0.23
C 9.105 14.068 28.419 -0.23
C 10.016 14.301 29.599 -0.44
C 11.090 13.154 29.697 -0.05
N 9.181 14.549 30.759 0.04
H 9.999 13.864 25.231 0.07
H 8.491 14.618 26.016 0.09
H 8.706 12.879 25.921 0.10
H 8.456 14.934 28.291 0.12
H 8.468 13.243 28.520 0.11
H 10.575 15.170 29.355 0.12
H 11.880 13.436 30.444 0.08
H 11.638 13.032 28.752 0.06
H 10.576 12.204 30.008 0.09
H 9.720 14.886 31.540 0.07
H 8.849 13.615 31.007 0.08
C 9.493 16.435 15.672 -0.12
O 9.009 16.531 14.364 -0.19
C 8.797 17.844 13.930 -0.23
C 7.573 17.824 13.055 -0.42
C 7.398 19.195 12.482 -0.06
N 6.414 17.395 13.867 0.07
H 8.675 16.553 16.413 0.08
H 10.207 17.209 15.827 0.08
H 9.987 15.486 15.882 0.09
H 8.764 18.520 14.779 0.12
H 9.684 18.186 13.359 0.13
H 7.887 17.203 12.227 0.14
H 7.072 19.921 13.180 0.06
H 6.735 19.291 11.671 0.06
H 8.420 19.537 12.204 0.09
H 6.600 16.470 14.222 0.05
H 5.670 17.142 13.207 0.09
C 13.034 10.126 20.739 -0.14
O 11.961 10.752 21.381 -0.18
C 11.110 11.278 20.358 -0.21
C 10.337 12.464 20.836 -0.40
C 9.532 12.293 22.151 -0.04
N 9.417 12.859 19.749 0.08
H 13.861 10.030 21.427 0.08
H 13.340 10.800 19.943 0.07
H 12.773 9.138 20.282 0.10
H 11.759 11.574 19.520 0.11
H 10.500 10.455 19.915 0.14
H 10.974 13.354 21.018 0.12
H 8.688 11.656 21.928 0.06
H 9.170 13.236 22.546 0.06
H 10.018 11.704 22.966 0.09
H 8.547 12.323 19.919 0.06
H 9.185 13.818 19.764 0.03
C 6.525 10.945 18.984 -0.10
O 6.614 12.277 18.526 -0.22
C 6.954 12.347 17.202 -0.26
C 6.893 13.770 16.669 -0.44
C 5.466 14.289 16.790 -0.06
N 7.257 13.750 15.267 0.06
H 5.650 10.438 18.553 0.09
H 6.370 11.012 20.043 0.08
H 7.426 10.358 18.718 0.10
H 8.001 12.004 17.204 0.12
H 6.400 11.663 16.564 0.13
H 7.543 14.334 17.337 0.12
H 5.484 15.369 16.964 0.06
H 4.931 13.892 17.677 0.07
H 4.811 14.024 15.892 0.10
H 8.110 13.252 15.190 0.06
H 7.483 14.654 14.857 0.05
C 11.475 15.379 22.852 -0.07
O 10.687 15.588 21.699 -0.21
C 11.348 16.134 20.586 -0.19
C 10.516 17.223 19.919 -0.39
C 9.354 16.715 19.115 -0.07
N 11.320 18.082 18.975 0.07
H 11.663 16.351 23.332 0.09
H 12.328 14.732 22.586 0.11
H 10.834 14.834 23.512 0.05
H 12.300 16.509 20.956 0.09
H 11.573 15.353 19.834 0.13
H 10.013 17.891 20.684 0.12
H 8.779 17.566 18.683 0.08
H 8.706 16.078 19.823 0.11
H 9.697 16.091 18.265 0.06
H 12.068 18.526 19.483 0.04
H 10.703 18.787 18.624 0.07
C 14.801 15.776 19.031 -0.05
C 14.464 16.291 17.648 -0.48
C 13.502 15.401 16.897 -0.05
O 13.978 17.628 17.841 -0.08
H 13.842 15.691 19.605 0.08
H 15.425 16.529 19.519 0.06
H 15.301 14.804 19.065 0.09
H 15.378 16.372 17.035 0.14
H 12.502 15.619 17.237 0.05
H 13.776 14.331 16.895 0.09
H 13.410 15.762 15.856 0.09
H 13.015 17.584 17.982 0.04
C 14.331 16.894 25.493 -0.04
C 14.518 15.451 25.973 -0.51
C 13.457 14.917 26.945 -0.06
O 14.566 14.655 24.814 -0.04
H 15.202 17.274 24.954 0.07
H 14.046 17.459 26.436 0.10
H 13.519 16.812 24.796 0.05
H 15.444 15.264 26.560 0.14
H 13.330 15.553 27.810 0.08
H 13.762 13.882 27.191 0.08
H 12.505 14.698 26.432 0.07
H 15.369 14.192 24.937 0.07
C 5.657 19.225 18.521 -0.07
C 5.988 20.027 17.257 -0.49
C 7.007 21.111 17.669 -0.06
O 6.582 19.188 16.257 -0.10
H 6.607 18.735 18.725 0.05
H 4.928 18.436 18.376 0.07
H 5.398 19.977 19.305 0.09
H 5.027 20.450 16.884 0.14
H 7.873 20.596 18.146 0.08
H 6.539 21.730 18.401 0.06
H 7.316 21.700 16.788 0.08
H 5.921 18.629 15.760 0.09
C 15.745 18.653 21.650 -0.04
C 14.252 18.319 21.780 -0.45
C 13.563 19.242 22.789 -0.05
O 13.620 18.695 20.542 -0.10
H 15.838 19.733 21.481 0.10
H 16.177 18.111 20.829 0.06
H 16.251 18.290 22.527 0.07
H 14.170 17.252 22.091 0.13
H 13.363 20.225 22.316 0.10
H 14.132 19.445 23.640 0.05
H 12.630 18.889 23.174 0.05
H 13.887 18.202 19.761 0.03
C 5.082 16.396 21.012 -0.07
C 5.533 15.555 22.215 -0.49
C 5.326 14.045 21.927 -0.07
O 6.931 15.783 22.460 -0.09
H 3.989 16.448 20.885 0.08
H 5.523 15.922 20.124 0.07
H 5.516 17.412 21.155 0.07
H 4.832 15.740 23.069 0.13
H 4.409 13.740 21.372 0.08
H 5.302 13.364 22.838 0.09
H 6.221 13.794 21.295 0.07
H 7.109 16.751 22.518 0.04
```

Summary:
HOMO level	-9.0572	eV
spin multiplicity	1
orbital gap	9.631	eV
ΔE to the lowest compared entry with this formula, charge and spin	23.2	kcal/mol
calculated total energy	-73620.1762	eV
structure (SMILES)	COC[C@H](C)N.COC[C@H](C)N.COC[C@H](C)N.COC[C@H](C)N.COC[C@H](C)N.COC[C@H](C)N.CC(C)O.CC(C)O.CC(C)O.CC(C)O.CC(C)O



(2)
Here is 14 unconnected molecules or ions with the total composition C39H113N7O14 from OMol25. Energies are from ωB97M-V/def2-TZVPD.

```
173
Properties=species:S:1:pos:R:3:lowdin_charge:R:1
C 0.580 -2.624 -3.437 -0.14
O 0.549 -1.787 -4.594 -0.16
H 1.532 -3.160 -3.429 0.09
H 0.576 -1.993 -2.544 0.04
H -0.289 -3.283 -3.478 0.07
H -0.399 -1.689 -4.830 0.02
C -2.622 6.574 -0.654 -0.18
O -2.590 7.989 -0.720 -0.11
H -3.464 6.151 -0.097 0.07
H -2.802 6.227 -1.676 0.08
H -1.668 6.171 -0.301 0.07
H -2.781 8.306 0.169 0.07
C -2.658 4.210 2.997 -0.15
O -3.510 4.827 2.054 -0.13
H -1.772 3.787 2.516 0.07
H -2.332 4.994 3.687 0.08
H -3.126 3.354 3.498 0.06
H -4.058 5.477 2.495 0.08
C 2.216 -3.553 0.072 -0.06
C 3.076 -4.311 1.050 -0.29
O 4.225 -4.821 0.341 -0.07
H 2.749 -2.777 -0.471 0.07
H 1.447 -3.071 0.686 0.06
H 1.737 -4.220 -0.647 0.06
H 2.598 -5.081 1.657 0.09
H 3.460 -3.578 1.754 0.06
H 5.008 -4.619 0.856 0.07
C 1.569 2.279 -2.910 -0.06
C 1.885 1.062 -3.746 -0.28
O 1.090 0.962 -4.937 -0.11
H 2.188 2.289 -2.008 0.05
H 0.529 2.268 -2.583 0.06
H 1.846 3.187 -3.447 0.07
H 1.737 0.122 -3.209 0.09
H 2.913 1.167 -4.107 0.11
H 0.816 0.037 -5.033 0.05
C 1.088 5.872 2.558 -0.08
C 1.577 4.604 1.878 -0.33
O 2.932 4.411 2.298 -0.13
H 1.408 5.849 3.597 0.08
H 0.005 5.983 2.470 0.05
H 1.488 6.747 2.046 0.08
H 1.538 4.653 0.785 0.11
H 1.078 3.679 2.198 0.09
H 3.317 3.671 1.779 0.03
C 1.191 1.571 5.205 -0.07
C 2.571 1.684 4.540 -0.27
O 2.614 0.824 3.393 -0.14
H 1.110 0.667 5.800 0.06
H 0.435 1.605 4.419 0.05
H 1.007 2.467 5.807 0.07
H 3.318 1.340 5.266 0.11
H 2.865 2.683 4.221 0.10
H 2.923 -0.055 3.673 0.04
C -1.890 2.839 -4.981 -0.05
C -1.154 3.673 -6.043 -0.41
C -0.163 4.710 -5.558 -0.20
O -0.823 5.735 -4.821 -0.16
C -0.356 5.883 -3.505 -0.12
N -0.445 2.673 -6.876 0.03
H -1.173 2.309 -4.352 0.06
H -2.653 2.217 -5.438 0.06
H -2.394 3.550 -4.315 0.08
H -1.946 4.134 -6.637 0.13
H 0.423 5.181 -6.356 0.13
H 0.632 4.219 -4.982 0.10
H 0.719 5.689 -3.426 0.08
H -0.816 5.310 -2.691 0.06
H -0.499 6.926 -3.210 0.09
H 0.187 3.119 -7.539 0.06
H 0.206 2.170 -6.265 0.03
C -4.130 -1.745 2.177 -0.06
C -5.104 -0.644 2.544 -0.43
C -4.443 0.383 3.458 -0.22
O -4.057 -0.214 4.685 -0.19
C -3.104 0.549 5.378 -0.11
N -5.534 0.060 1.315 0.04
H -3.704 -2.153 3.096 0.08
H -3.313 -1.286 1.619 0.05
H -4.599 -2.565 1.634 0.08
H -5.968 -1.029 3.099 0.14
H -5.068 1.256 3.671 0.13
H -3.526 0.680 2.932 0.11
H -2.128 0.675 4.902 0.08
H -2.887 0.083 6.344 0.09
H -3.622 1.468 5.686 0.09
H -6.072 0.864 1.633 0.07
H -6.196 -0.517 0.807 0.07
C -1.572 -3.777 0.050 -0.07
C -1.840 -5.268 -0.310 -0.42
C -0.576 -6.117 -0.204 -0.25
O -0.179 -6.307 1.108 -0.16
C 0.788 -7.318 1.257 -0.10
N -2.899 -5.796 0.540 0.05
H -1.016 -3.302 -0.758 0.06
H -1.047 -3.612 0.991 0.08
H -2.576 -3.351 0.121 0.05
H -2.187 -5.155 -1.343 0.13
H 0.204 -5.688 -0.855 0.11
H -0.796 -7.042 -0.768 0.13
H 1.036 -7.477 2.306 0.07
H 1.699 -6.995 0.743 0.09
H 0.480 -8.304 0.895 0.09
H -2.730 -6.781 0.699 0.07
H -2.867 -5.310 1.427 0.07
C -0.072 0.068 1.816 -0.03
C -0.786 -0.352 0.534 -0.41
C -1.726 0.723 -0.020 -0.19
O -0.978 1.766 -0.621 -0.19
C -1.653 2.986 -0.750 -0.11
N 0.194 -0.782 -0.483 0.07
H -0.824 0.224 2.589 0.07
H 0.494 0.986 1.658 0.06
H 0.638 -0.705 2.107 0.07
H -1.461 -1.196 0.698 0.09
H -2.424 1.132 0.722 0.11
H -2.413 0.268 -0.751 0.12
H -1.576 3.336 -1.788 0.06
H -1.239 3.862 -0.239 0.07
H -2.725 2.953 -0.544 0.10
H -0.312 -0.661 -1.364 0.06
H 0.816 0.028 -0.556 0.05
C 5.597 1.657 0.480 -0.04
C 4.201 1.395 -0.096 -0.41
C 3.926 -0.133 -0.346 -0.21
O 4.950 -0.743 -1.070 -0.19
C 4.915 -0.544 -2.468 -0.09
N 3.223 2.021 0.788 0.05
H 5.652 1.777 1.560 0.08
H 5.846 2.632 0.045 0.08
H 6.367 0.981 0.112 0.07
H 4.078 1.897 -1.059 0.11
H 2.929 -0.094 -0.802 0.10
H 3.828 -0.582 0.644 0.12
H 4.122 -1.103 -2.968 0.09
H 5.871 -0.939 -2.828 0.09
H 4.999 0.535 -2.649 0.09
H 3.100 1.499 1.660 0.06
H 2.329 2.089 0.307 0.07
C 2.719 -2.072 5.699 -0.05
C 3.895 -2.509 4.818 -0.42
C 4.099 -4.052 4.977 -0.19
O 3.081 -4.765 4.285 -0.18
C 3.319 -6.148 4.318 -0.12
N 3.694 -1.986 3.489 0.05
H 2.783 -0.988 5.813 0.05
H 2.812 -2.417 6.730 0.08
H 1.758 -2.391 5.298 0.09
H 4.808 -2.082 5.249 0.14
H 4.155 -4.295 6.038 0.12
H 5.090 -4.177 4.520 0.12
H 4.325 -6.469 4.026 0.09
H 2.613 -6.689 3.690 0.07
H 3.211 -6.546 5.335 0.09
H 2.736 -2.195 3.208 0.08
H 4.234 -2.573 2.861 0.06
C -4.184 -0.575 -5.798 -0.07
C -2.859 -0.753 -5.066 -0.41
C -3.051 -1.761 -3.924 -0.19
O -3.889 -1.091 -2.993 -0.19
C -4.549 -2.005 -2.109 -0.08
N -1.801 -1.121 -6.038 0.05
H -5.015 -0.260 -5.170 0.08
H -4.447 -1.399 -6.475 0.08
H -4.100 0.181 -6.593 0.08
H -2.649 0.234 -4.651 0.11
H -2.105 -2.071 -3.483 0.10
H -3.607 -2.581 -4.388 0.13
H -4.073 -2.982 -2.201 0.08
H -5.632 -2.068 -2.199 0.09
H -4.314 -1.669 -1.096 0.06
H -1.938 -0.438 -6.781 0.09
H -2.048 -1.995 -6.501 0.09
```

Summary:
HOMO level	-8.6710	eV
spin multiplicity	1
orbital gap	9.125	eV
ΔE to the lowest compared entry with this formula, charge and spin	0.0	kcal/mol
calculated total energy	-81364.3993	eV